Below is C23H67Cl2HfN10O7P3 as an isolated structure in a non-equilibrium geometry, with properties calculated with ωB97M-V with the def2-TZVPD basis set.

The net charge is -1. The calculation puts the molar mass at 938.17 Da. As for the multiplicity: 2. The value obtained for the calculated total energy is -108391.07050 eV. For the HOMO energy (alpha / beta), the calculation gives -1.42 / -4.54 eV. The HOMO-LUMO gap (alpha / beta) is 0.13619 / 0.25071 hartree.

Each line ends with the Mulliken spin population.
Atoms and positions in Å:
Hf -0.135 0.021 0.731  0.10
Cl 1.815 1.290 2.300  0.00
Cl -0.711 -1.380 -1.633  0.00
C -1.848 4.132 1.378  0.00
C -1.828 3.330 0.022  -0.02
C -1.651 4.263 -1.248  0.00
O -0.986 2.171 0.074  0.04
H -0.874 4.470 1.732  0.00
H -2.247 3.474 2.150  0.00
H -2.421 5.059 1.356  0.00
H -2.838 2.951 -0.133  0.00
H -0.647 4.680 -1.328  0.00
H -2.366 5.081 -1.164  0.00
H -1.854 3.807 -2.217  0.00
C -0.629 -2.535 3.511  -0.01
O -0.249 -1.862 2.310  0.02
H 0.298 -2.997 3.850  0.00
H -1.030 -1.782 4.189  0.01
H -1.232 -3.423 3.321  0.00
O 1.746 -1.547 0.371  -0.01
P 2.869 -2.502 0.578  0.00
N 2.333 -4.109 1.017  0.00
C 3.138 -5.010 1.793  0.00
C 1.059 -4.543 0.541  0.00
N 4.014 -1.851 1.650  0.00
C 4.985 -0.856 1.162  0.00
C 3.980 -1.832 3.139  0.00
N 3.802 -2.952 -0.790  0.00
C 3.328 -2.850 -2.157  0.00
C 5.049 -3.778 -0.564  0.00
H 4.160 -4.639 1.730  0.00
H 3.315 -6.005 1.386  0.00
H 2.811 -5.041 2.833  0.00
H 0.396 -3.778 0.136  0.00
H 0.393 -5.109 1.193  0.00
H 1.137 -5.264 -0.273  0.00
H 4.735 -0.523 0.155  0.00
H 4.866 0.003 1.823  0.00
H 6.022 -1.186 1.098  0.00
H 4.350 -0.962 3.682  0.00
H 2.949 -1.728 3.475  0.00
H 4.423 -2.719 3.591  0.00
H 3.500 -1.786 -2.319  0.00
H 4.062 -3.402 -2.744  0.00
H 2.278 -3.040 -2.378  0.00
H 4.771 -4.832 -0.590  0.00
H 5.480 -3.699 0.434  0.00
H 5.755 -3.592 -1.372  0.00
O -2.538 -0.253 0.664  -0.02
P -4.006 -0.592 0.425  0.01
N -4.711 0.184 -0.982  0.00
C -6.178 0.478 -1.022  0.00
C -3.889 0.811 -2.047  0.00
N -5.050 0.087 1.632  -0.01
C -5.904 -0.850 2.482  0.00
C -5.046 1.530 2.096  0.03
N -4.447 -2.276 0.215  0.00
C -5.721 -2.678 -0.364  0.00
C -3.705 -3.277 0.825  0.00
H -6.731 -0.079 -0.266  0.00
H -6.623 0.220 -1.983  0.00
H -6.391 1.508 -0.734  0.00
H -2.969 1.289 -1.710  0.00
H -4.349 1.626 -2.605  0.00
H -3.501 0.045 -2.719  0.00
H -6.193 -0.345 3.404  0.00
H -6.904 -0.975 2.067  0.00
H -5.492 -1.817 2.771  0.00
H -5.069 1.579 3.185  0.00
H -4.223 2.102 1.667  -0.01
H -6.008 1.907 1.749  0.00
H -5.494 -3.546 -0.984  0.00
H -6.537 -2.881 0.329  0.00
H -6.083 -1.935 -1.074  0.00
H -4.166 -4.265 0.803  0.00
H -3.561 -3.057 1.883  0.00
H -2.688 -3.401 0.453  0.00
O 1.639 0.853 -0.815  0.01
P 2.202 1.624 -1.991  0.00
N 1.929 3.400 -2.006  0.00
C 2.398 4.144 -3.245  0.00
C 1.815 4.308 -0.867  0.00
N 1.498 1.047 -3.503  0.00
C 1.973 -0.197 -4.248  0.00
C 0.154 1.527 -3.864  0.00
N 3.890 1.457 -2.126  0.00
C 4.661 1.792 -0.971  0.00
C 4.668 1.988 -3.291  0.00
H 2.497 3.419 -4.053  0.00
H 3.345 4.658 -3.083  0.00
H 1.626 4.873 -3.490  0.00
H 1.313 3.666 -0.142  0.00
H 1.342 5.268 -1.070  0.00
H 2.787 4.619 -0.484  0.00
H 1.572 -0.264 -5.259  0.00
H 3.061 -0.122 -4.264  0.00
H 1.682 -1.101 -3.713  0.00
H 0.282 2.224 -4.693  0.00
H -0.359 0.683 -4.326  0.00
H -0.449 1.932 -3.051  0.00
H 5.511 1.114 -0.893  0.00
H 4.939 2.836 -0.825  0.00
H 4.057 1.563 -0.093  0.00
H 5.644 1.505 -3.229  0.00
H 4.739 3.074 -3.358  0.00
H 4.313 1.651 -4.265  0.00
C -1.221 2.415 4.499  0.00
N -1.962 1.341 3.702  0.55
O -1.343 0.733 2.776  0.02
O -3.113 1.162 4.083  0.29
H -1.926 3.184 4.816  0.01
H -0.419 2.950 3.990  0.00
H -0.841 1.923 5.394  -0.01